(one)
Formula: C3H5O2P
Source: the OMol25 dataset
Level of theory: the ωB97M-V functional and the def2-TZVPD basis

- Orbital gap: 0.3595 hartree
- SMILES string: O=C(P)[C@@H]1CO1
- LUMO: 0.0130 Ha

Structure (ORCA input):
```
! wB97M-V def2-TZVPD RIJCOSX def2/J DEFGRID3
* xyz 0 1
O 0.87 -0.58 1.43
C -0.05 0.01 0.90
P -1.48 0.60 1.93
C 0.03 0.32 -0.66
C 1.42 -0.28 -1.40
O 1.20 1.02 -1.04
H -2.41 0.57 0.81
H -1.91 -0.70 2.37
H -0.87 0.56 -1.24
H 1.89 -0.85 -0.71
H 1.31 -0.66 -2.39
*
```

Charges obtained by natural (NBO) population analysis, quoted in units of e: number 1, O, carries -0.53; number 2, C, carries 0.31; number 3, P, carries 0.24; number 4, C, carries -0.07; number 5, C, carries -0.03; number 6, O, carries -0.48; number 7, H, carries -0.02; number 8, H, carries 0.01; number 9, H, carries 0.20; number 10, H, carries 0.19; number 11, H, carries 0.18

---

(two)
Formula: C3H5O2P
Source: the OMol25 dataset
Level of theory: the ωB97M-V functional and the def2-TZVPD basis

- Orbital gap: 0.3258 hartree
- SMILES string: O=C=[PH2][C@@H]1CO1
- LUMO: 0.0139 Ha

Structure (ORCA input):
```
! wB97M-V def2-TZVPD RIJCOSX def2/J DEFGRID3
* xyz 0 1
O 3.38 -0.02 -0.52
C 2.38 -0.35 -0.07
P 0.76 0.89 0.17
C -0.32 -0.53 0.27
C -1.51 -0.38 -0.54
O -1.53 -0.21 0.81
H 0.86 1.29 1.51
H -0.39 1.84 -0.06
H 0.02 -1.65 0.42
H -1.68 0.44 -1.16
H -1.97 -1.33 -0.84
*
```

Charges obtained by natural (NBO) population analysis, quoted in units of e: number 1, O, carries -0.48; number 2, C, carries 0.34; number 3, P, carries 0.42; number 4, C, carries -0.24; number 5, C, carries -0.10; number 6, O, carries -0.47; number 7, H, carries 0.01; number 8, H, carries -0.06; number 9, H, carries 0.22; number 10, H, carries 0.18; number 11, H, carries 0.18

---

Most stable structure: (one)

---

(one)
Formula: CHN4O2
Source: the OMol25 dataset
Level of theory: the ωB97M-V functional and the def2-TZVPD basis

- Orbital gap (spin up / spin down): 0.3078 / 0.2034 hartree
- LUMO (spin up / spin down): 0.1416 / 0.0319 Ha

Structure (ORCA input):
```
! wB97M-V def2-TZVPD RIJCOSX def2/J DEFGRID3
* xyz -1 1
C 2.71 0.40 -0.10
N 3.74 0.99 -0.05
N -1.11 0.26 0.07
N 1.83 -0.47 0.07
N -2.27 -0.27 0.08
O -2.55 -1.46 0.21
O -3.15 0.68 -0.10
H 0.80 -0.12 -0.20
*
```

Charges obtained by natural (NBO) population analysis, quoted in units of e: number 1, C, carries 0.35; number 2, N, carries -0.33; number 3, N, carries -0.35; number 4, N, carries -0.50; number 5, N, carries 0.49; number 6, O, carries -0.52; number 7, O, carries -0.57; number 8, H, carries 0.43

---

(two)
Formula: CHN4O2
Source: the OMol25 dataset
Level of theory: the ωB97M-V functional and the def2-TZVPD basis

- Orbital gap (spin up / spin down): 0.1980 / 0.1980 hartree
- LUMO (spin up / spin down): 0.0494 / 0.0494 Ha

Structure (ORCA input):
```
! wB97M-V def2-TZVPD RIJCOSX def2/J DEFGRID3
* xyz -1 1
C -0.37 -0.05 -0.15
N -0.81 -2.14 -0.33
N -0.95 -1.17 0.46
N 0.18 -0.51 -1.36
N -0.10 -1.74 -1.44
O -0.44 1.12 0.23
O 0.90 2.58 1.30
H 1.58 1.91 1.29
*
```

Charges obtained by natural (NBO) population analysis, quoted in units of e: number 1, C, carries 0.48; number 2, N, carries -0.10; number 3, N, carries -0.24; number 4, N, carries -0.23; number 5, N, carries -0.10; number 6, O, carries -0.34; number 7, O, carries -0.87; number 8, H, carries 0.40

---

Most stable structure: (two)

---

(one)
Formula: C5H7FN2
Source: the OMol25 dataset
Level of theory: the ωB97M-V functional and the def2-TZVPD basis

- Orbital gap: 0.2919 hartree
- LUMO: -0.0130 Ha

Structure (ORCA input):
```
! wB97M-V def2-TZVPD RIJCOSX def2/J DEFGRID3
* xyz 0 1
C -0.34 -1.81 2.07
C -0.05 -0.83 1.04
C -0.26 0.88 -0.26
C -0.55 2.52 -0.43
C 0.29 -0.09 -1.06
H -0.39 -2.85 1.24
H 0.50 -1.77 2.86
H -1.60 -1.64 2.51
H -1.62 2.70 0.25
H -0.45 2.97 -1.54
H 0.07 3.08 0.23
H 1.71 -1.71 0.05
N -0.55 0.44 0.99
N 0.43 -1.13 -0.15
F 0.90 -0.01 -2.18
*
```

Charges obtained by natural (NBO) population analysis, quoted in units of e: number 1, C, carries -0.65; number 2, C, carries 0.27; number 3, C, carries 0.06; number 4, C, carries -0.65; number 5, C, carries 0.42; number 6, H, carries 0.23; number 7, H, carries 0.24; number 8, H, carries 0.26; number 9, H, carries 0.23; number 10, H, carries 0.23; number 11, H, carries 0.22; number 12, H, carries 0.41; number 13, N, carries -0.47; number 14, N, carries -0.53; number 15, F, carries -0.28

---

(two)
Formula: C5H7FN2
Source: the OMol25 dataset
Level of theory: the ωB97M-V functional and the def2-TZVPD basis

- Orbital gap: 0.3267 hartree
- SMILES string: Cc1nc(F)[nH]c1C
- LUMO: 0.0270 Ha

Structure (ORCA input):
```
! wB97M-V def2-TZVPD RIJCOSX def2/J DEFGRID3
* xyz 0 1
C 1.29 1.06 -1.11
C -0.21 0.78 -1.05
N -1.01 1.17 -2.02
C -2.19 0.80 -1.69
F -3.28 1.08 -2.36
N -2.22 -0.08 -0.69
C -0.88 -0.05 -0.15
C -0.59 -0.77 1.10
H 1.86 0.15 -1.52
H 1.63 1.89 -1.79
H 1.55 1.13 -0.02
H -3.07 -0.50 -0.19
H -1.01 -0.21 2.00
H -0.84 -1.82 0.90
H 0.60 -0.76 1.41
*
```

Charges obtained by natural (NBO) population analysis, quoted in units of e: number 1, C, carries -0.65; number 2, C, carries 0.13; number 3, N, carries -0.51; number 4, C, carries 0.71; number 5, F, carries -0.29; number 6, N, carries -0.57; number 7, C, carries 0.04; number 8, C, carries -0.66; number 9, H, carries 0.22; number 10, H, carries 0.24; number 11, H, carries 0.22; number 12, H, carries 0.43; number 13, H, carries 0.23; number 14, H, carries 0.23; number 15, H, carries 0.23

---

Most stable structure: (two)